Record 1
A structure of composition C7H7N3O4 in a non-equilibrium geometry. Source: the Open Molecules 2025 dataset; level of theory: ωB97M-V/def2-TZVPD.

## Properties
HOMO level (alpha / beta) ... -17.65 / -17.65 eV
E ... -20009.4693 eV
Spin multiplicity ... 1
Charge ... +2
Frontier orbital gap (alpha / beta) ... 0.2483 / 0.2483 hartree
Largest force on an atom ... 5.05 eV Å⁻¹
Relative energy (zero: lowest compared OMol25 entry of this formula, charge and spin) ... 108.3 kJ/mol

Last column: Mulliken charge in e.
CARTESIAN COORDINATES (ANGSTROEM)
C 0.604 -0.963 0.034  0.799
C -1.662 -0.359 0.525  0.627
C 1.425 -2.215 -0.210  -0.257
C -3.092 -0.811 0.670  -0.220
C -0.409 1.696 -1.704  0.275
C 2.327 0.829 0.469  0.019
C -0.094 1.306 0.243  -1.033
N 0.914 0.299 0.212  0.064
N -0.704 -1.272 0.017  -0.227
N -1.324 0.858 0.624  0.100
O 1.299 -2.838 -1.240  -0.301
O -3.945 -0.120 1.166  -0.287
O -0.384 0.812 -2.444  -0.230
O 2.381 1.887 0.976  -0.304
H 2.072 -2.462 0.694  0.389
H -3.080 -1.939 0.721  0.292
H -0.532 2.815 -1.773  0.369
H 3.118 0.256 0.045  0.441
H 0.397 2.180 0.626  0.715
H -1.202 -2.207 -0.344  0.425
H -1.814 1.548 1.136  0.346

---

Record 2
The molecule C7H7N3S in a non-equilibrium geometry. Source: the Open Molecules 2025 dataset; level of theory: ωB97M-V/def2-TZVPD.

## Properties
HOMO level ... -9.04 eV
E ... -22672.8215 eV
Spin multiplicity ... 1
Frontier orbital gap ... 0.3478 hartree
Largest force on an atom ... 8.71 eV Å⁻¹
Relative energy (zero: lowest compared OMol25 entry of this formula, charge and spin) ... 587.1 kJ/mol

Last column: Mulliken charge in e.
CARTESIAN COORDINATES (ANGSTROEM)
C -0.457 2.277 0.207  -0.184
C -0.092 -0.348 -0.640  -0.106
C -0.502 -1.182 0.328  0.161
C 0.256 -2.305 0.556  -0.443
C 1.568 -2.426 0.119  -0.420
C 1.938 -1.591 -0.879  -0.501
C 1.063 -0.537 -1.193  -0.069
H -0.051 1.799 1.310  0.296
H 0.317 3.059 -0.369  0.234
H -1.430 -0.988 1.069  0.229
H -0.111 -2.834 1.554  0.198
H 2.273 -3.133 0.438  0.412
H 2.885 -1.460 -1.368  0.342
H 1.602 -0.047 -1.985  0.294
N -3.945 2.614 0.694  -0.486
N -2.751 2.682 0.664  0.636
N -1.666 3.165 0.600  -0.407
S -0.899 1.254 -1.104  -0.185

---

Record 3
A cluster of 2 separate species, C7H7N4S in total in a non-equilibrium geometry. Source: the Open Molecules 2025 dataset; level of theory: ωB97M-V/def2-TZVPD.

## Properties
HOMO level ... -12.58 eV
E ... -24158.2528 eV
Spin multiplicity ... 1
Charge ... +1
Frontier orbital gap ... 0.2469 hartree
Largest force on an atom ... 4.79 eV Å⁻¹
Relative energy (zero: lowest compared OMol25 entry of this formula, charge and spin) ... 73.5 kJ/mol

Last column: Mulliken charge in e.
CARTESIAN COORDINATES (ANGSTROEM)
C -1.426 1.844 2.010  -0.585
C -0.228 2.097 1.551  -0.143
C -0.895 -1.411 -2.214  -0.373
C -0.763 -0.751 -1.038  -0.354
C -0.384 0.007 2.089  -0.133
C 1.260 -1.326 -1.751  -0.291
C 1.664 0.849 0.977  0.967
N -1.442 0.567 2.461  -0.348
N 0.372 -1.819 -2.595  -0.061
N 0.505 0.927 1.526  0.033
N 0.586 -0.630 -0.769  -0.130
S 3.118 0.634 0.499  -0.124
H -2.143 2.570 2.175  0.458
H 0.134 3.010 1.201  0.453
H -1.767 -1.668 -2.843  0.375
H -1.385 -0.071 -0.456  0.298
H -0.092 -1.035 2.252  0.389
H 2.299 -1.199 -1.875  0.309
H 0.587 -2.596 -3.200  0.261

---

Record 4
The molecule C7H7N5 in a non-equilibrium geometry. Source: the Open Molecules 2025 dataset; level of theory: ωB97M-V/def2-TZVPD.

## Properties
HOMO level ... -9.16 eV
E ... -14820.5369 eV
SMILES ... [H]/N=C(/n1ccnc1)n1cccn1
Spin multiplicity ... 1
Frontier orbital gap ... 0.3473 hartree
Largest force on an atom ... 5.19 eV Å⁻¹
Relative energy (zero: lowest compared OMol25 entry of this formula, charge and spin) ... 144.1 kJ/mol

Last column: Mulliken charge in e.
CARTESIAN COORDINATES (ANGSTROEM)
H -2.104 -0.555 1.828  0.305
N -1.214 -0.170 2.004  -0.548
C -0.476 -0.093 0.978  0.413
N 0.880 0.298 1.085  0.085
C 1.932 0.227 0.256  -0.055
C 3.071 0.378 0.990  -0.596
N 2.770 0.624 2.281  -0.530
C 1.471 0.505 2.363  -0.240
N -1.062 -0.200 -0.529  0.621
C -0.904 0.472 -1.650  -0.169
C -1.763 -0.070 -2.559  -0.627
C -2.447 -1.054 -1.867  -0.220
N -1.995 -1.144 -0.620  -1.040
H 2.000 0.047 -0.766  0.447
H 4.068 0.592 0.699  0.412
H 1.052 0.431 3.325  0.438
H -0.389 1.365 -1.802  0.494
H -1.798 0.040 -3.614  0.383
H -3.090 -1.695 -2.402  0.423

---

Record 5
The molecule C7H7N5 in a non-equilibrium geometry. Source: the Open Molecules 2025 dataset; level of theory: ωB97M-V/def2-TZVPD.

## Properties
HOMO level ... -8.25 eV
E ... -14817.5745 eV
SMILES ... C1=CC=CN(n2cnnn2)C=C1
Spin multiplicity ... 1
Frontier orbital gap ... 0.2892 hartree
Largest force on an atom ... 4.62 eV Å⁻¹
Relative energy (zero: lowest compared OMol25 entry of this formula, charge and spin) ... 429.9 kJ/mol

Last column: Mulliken charge in e.
CARTESIAN COORDINATES (ANGSTROEM)
C 2.042 1.121 -0.464  -0.233
C 2.123 -0.163 -0.891  -0.287
C 1.484 -1.287 -0.382  -0.113
C 0.334 -1.408 0.319  -0.519
N -0.462 -0.303 0.714  -0.126
N -1.737 -0.070 0.179  0.578
C -2.601 -0.917 -0.495  0.015
N -3.649 -0.151 -0.769  -0.334
N -3.454 1.035 -0.273  -0.411
N -2.350 1.168 0.252  -0.225
C 0.272 0.834 1.208  -0.492
C 1.312 1.463 0.663  -0.215
H 2.626 1.924 -0.890  0.365
H 2.881 -0.392 -1.680  0.258
H 2.132 -2.217 -0.511  0.264
H 0.196 -2.393 0.738  0.413
H -2.212 -1.857 -0.839  0.380
H -0.419 1.159 1.990  0.412
H 1.483 2.453 1.130  0.269

---

Record 6
The molecule C7H7NO in a non-equilibrium geometry. Source: the Open Molecules 2025 dataset; level of theory: ωB97M-V/def2-TZVPD.

## Properties
HOMO level ... -9.47 eV
E ... -10907.9415 eV
SMILES ... CC(=O)c1ccccn1
Spin multiplicity ... 1
Frontier orbital gap ... 0.3655 hartree
Largest force on an atom ... 6.57 eV Å⁻¹
Relative energy (zero: lowest compared OMol25 entry of this formula, charge and spin) ... 134.8 kJ/mol

Last column: Mulliken charge in e.
CARTESIAN COORDINATES (ANGSTROEM)
C 2.068 0.071 -1.795  -1.062
C 0.897 0.866 -1.117  0.354
O 0.722 1.991 -1.381  -0.474
C 0.076 0.185 -0.124  0.544
C -0.664 -1.002 -0.512  -0.416
C -1.405 -1.644 0.465  -0.363
C -1.480 -1.072 1.816  -0.526
C -0.712 0.074 2.030  -0.047
N -0.040 0.678 1.072  -0.454
H 2.563 0.721 -2.415  0.351
H 2.838 -0.469 -0.949  0.264
H 1.678 -0.963 -2.128  0.298
H -0.689 -1.338 -1.454  0.524
H -1.809 -2.629 0.173  0.338
H -1.959 -1.534 2.596  0.451
H -0.798 0.669 3.146  0.220

---

Record 7
A structure of composition C7H7NO2 in a non-equilibrium geometry. Source: the Open Molecules 2025 dataset; level of theory: ωB97M-V/def2-TZVPD.

## Properties
HOMO level ... -9.73 eV
E ... -12950.8834 eV
Spin multiplicity ... 1
Frontier orbital gap ... 0.3572 hartree
Largest force on an atom ... 5.46 eV Å⁻¹
Relative energy (zero: lowest compared OMol25 entry of this formula, charge and spin) ... 647.7 kJ/mol

Last column: Mulliken charge in e.
CARTESIAN COORDINATES (ANGSTROEM)
N 2.399 0.482 -0.648  -0.580
C 1.369 1.094 -0.508  0.020
C -0.007 0.944 -0.264  0.266
C -1.202 0.762 -0.158  -0.420
C -2.612 0.511 -0.086  1.220
C -3.342 -0.834 0.007  -0.680
C -4.518 -0.198 -0.796  -0.464
C -3.736 1.112 -0.841  -0.403
O -3.456 1.503 0.497  -0.467
H -2.830 -1.626 -0.550  0.307
H -3.547 -1.164 1.033  0.267
H -4.631 -0.644 -1.791  0.263
H -5.495 -0.140 -0.302  0.267
H -3.723 1.892 -1.601  0.406
O 2.596 2.355 0.885  -0.779
H 2.048 2.136 1.652  0.319
H 3.214 1.424 0.413  0.456

---

Record 8
The molecule C7H7NO2S2 in a non-equilibrium geometry. Source: the Open Molecules 2025 dataset; level of theory: ωB97M-V/def2-TZVPD.

## Properties
HOMO level ... -8.45 eV
E ... -34626.1415 eV
SMILES ... OC1(O)Sc2ccccc2N1S
Spin multiplicity ... 1
Frontier orbital gap ... 0.3321 hartree
Largest force on an atom ... 4.55 eV Å⁻¹
Relative energy (zero: lowest compared OMol25 entry of this formula, charge and spin) ... 93.5 kJ/mol

Last column: Mulliken charge in e.
CARTESIAN COORDINATES (ANGSTROEM)
O 2.521 -0.632 1.346  -0.509
C 2.285 -0.637 -0.052  0.576
O 3.544 -0.956 -0.513  -0.582
S 1.164 -2.177 -0.305  -0.215
C -0.284 -1.134 -0.292  0.586
C -1.626 -1.562 -0.228  -0.604
C -2.549 -0.578 -0.094  -0.208
C -2.254 0.771 -0.081  -0.506
C -0.943 1.204 -0.359  -0.560
C -0.001 0.197 -0.461  0.179
N 1.670 0.504 -0.576  -0.128
S 2.339 2.042 -0.316  -0.205
H 3.474 -0.465 1.339  0.360
H 3.595 -1.133 -1.450  0.344
H -1.661 -2.609 -0.051  0.377
H -3.663 -0.938 0.053  0.211
H -3.113 1.380 0.047  0.392
H -0.636 2.225 -0.216  0.341
H 1.859 2.393 0.970  0.150

---

Record 9
A structure of composition C7H7NO2Se in a non-equilibrium geometry. Source: the Open Molecules 2025 dataset; level of theory: ωB97M-V/def2-TZVPD.

## Properties
HOMO level ... -8.39 eV
E ... -78299.3148 eV
Spin multiplicity ... 1
Frontier orbital gap ... 0.2858 hartree
Largest force on an atom ... 5.65 eV Å⁻¹
Relative energy (zero: lowest compared OMol25 entry of this formula, charge and spin) ... 0.0 kJ/mol

Last column: Mulliken charge in e.
CARTESIAN COORDINATES (ANGSTROEM)
C -1.035 -0.313 2.424  -0.335
C -1.010 0.447 1.347  -0.608
C -0.019 -1.259 2.636  -0.441
C -0.128 0.281 0.345  0.096
C 0.754 -1.544 1.563  0.014
C 0.693 -0.752 0.272  0.239
C 1.451 0.223 -2.426  -0.988
N 1.741 -2.556 1.657  1.075
O 1.784 -3.132 2.768  -0.648
O 2.359 -2.864 0.692  -0.711
Se 1.804 -1.335 -1.101  0.202
H -1.915 -0.126 3.196  0.226
H -1.703 1.285 1.133  0.312
H 0.170 -1.815 3.569  0.431
H -0.157 0.888 -0.530  0.248
H 1.139 1.015 -1.702  0.255
H 2.374 0.552 -2.947  0.330
H 0.633 -0.103 -3.089  0.300

---

Record 10
A structure of composition C7H7NO3 in a non-equilibrium geometry. Source: the Open Molecules 2025 dataset; level of theory: ωB97M-V/def2-TZVPD.

## Properties
HOMO level ... -10.20 eV
E ... -14996.5001 eV
Spin multiplicity ... 1
Frontier orbital gap ... 0.3514 hartree
Largest force on an atom ... 12.51 eV Å⁻¹
Relative energy (zero: lowest compared OMol25 entry of this formula, charge and spin) ... 877.7 kJ/mol

Last column: Mulliken charge in e.
CARTESIAN COORDINATES (ANGSTROEM)
C 2.169 1.977 2.392  -0.677
C 1.142 1.130 0.451  0.088
C -0.104 1.309 0.605  0.260
C -1.108 0.474 0.070  -0.498
C -0.699 -0.599 -0.565  0.071
C 0.580 -0.952 -0.683  -0.290
C 1.517 -0.070 -0.155  -0.651
H 1.291 2.284 2.975  0.307
H 2.529 0.637 2.782  0.226
H 3.273 2.642 2.822  0.244
H -0.494 2.416 1.004  0.187
H -2.189 0.838 0.159  0.357
H 1.029 -1.865 -1.550  0.194
H 2.371 -0.190 -0.364  0.812
N -1.682 -1.548 -1.129  0.871
O 2.079 1.981 0.966  -0.402
O -1.233 -2.580 -1.556  -0.533
O -2.972 -1.343 -0.987  -0.565